(1)
A cluster of 3 separate species, C23H36N3O in total in a non-equilibrium geometry. Source: the Open Molecules 2025 dataset; level of theory: wB97M-V/def2-TZVPD.

The geometry in XYZ format:
```
63
Properties=species:S:1:pos:R:3:forces:R:3
C -2.287920 -3.543294 -3.025499 0.558 -0.092 0.125
C -0.918864 -3.821337 -2.360804 -0.837 0.409 0.231
C -0.591301 -2.852314 -1.210664 0.361 -0.012 -0.169
C 0.574737 -1.869968 -1.465175 0.158 -0.437 0.316
C 1.870784 -2.699112 -1.543239 -0.176 0.558 -0.317
C 0.434001 -1.128865 -2.810456 0.051 0.236 0.488
C -0.087507 0.316319 -2.790779 -0.332 0.580 -1.116
C 0.446383 1.002283 -4.062841 -0.312 -0.452 0.159
C -1.633465 0.337933 -2.877955 0.235 -0.294 0.433
N 0.404973 1.084034 -1.625229 0.771 -0.846 -0.088
O 1.563018 1.620546 -1.786034 -0.342 0.045 0.057
C 0.186843 0.466637 -0.299451 0.100 0.623 1.272
C -1.294678 0.536506 0.130841 0.227 0.330 -0.672
C 0.963989 1.287168 0.743133 -0.375 -0.332 0.297
C 0.724879 -0.966058 -0.211724 -0.288 -0.019 -0.795
H -2.170979 -3.024909 -3.972073 -0.068 0.173 -0.131
H -2.813051 -4.470114 -3.221849 -0.183 -0.133 -0.092
H -2.895621 -2.930408 -2.368999 -0.268 0.050 0.025
H -0.146996 -3.770049 -3.116292 0.270 -0.229 -0.140
H -0.946941 -4.827713 -1.957088 0.182 -0.204 -0.045
H -1.470826 -2.293279 -0.897726 -0.223 -0.002 -0.098
H -0.295758 -3.442838 -0.345626 0.013 -0.023 0.247
H 2.688395 -2.010500 -1.741955 0.244 0.035 0.066
H 1.839317 -3.387423 -2.383169 0.022 -0.334 0.049
H 2.073062 -3.207375 -0.605369 -0.029 -0.259 0.069
H 1.397208 -1.134782 -3.312060 0.213 0.096 0.003
H -0.240384 -1.679347 -3.457518 -0.064 -0.157 -0.202
H 1.504068 0.827814 -4.193251 0.295 0.285 0.117
H 0.214259 2.061109 -4.069953 0.061 0.183 0.010
H -0.053413 0.530502 -4.904899 -0.093 -0.017 -0.175
H -1.950280 0.505108 -3.897981 -0.015 0.052 -0.267
H -2.075473 1.103657 -2.254378 -0.070 0.116 -0.118
H -2.031925 -0.629710 -2.584135 -0.228 0.005 0.201
H -1.363924 0.779293 1.181086 0.003 -0.194 0.310
H -1.814918 -0.392280 -0.060217 -0.291 -0.057 -0.086
H -1.772113 1.350871 -0.405506 -0.233 0.005 0.118
H 2.032097 1.125088 0.697084 0.212 0.270 -0.278
H 0.706237 2.341168 0.719726 0.110 0.201 -0.218
H 0.633342 0.912978 1.709028 0.063 -0.105 0.186
H 1.766180 -0.935475 0.090859 0.213 0.091 -0.064
H 0.184690 -1.435611 0.602012 0.059 -0.124 0.315
N 1.047833 -1.496711 3.178472 0.044 -0.039 0.092
C 1.952518 -0.848327 3.909089 -0.066 0.075 -0.082
C 2.788637 -1.468227 4.824896 0.002 -0.033 0.006
C 2.678263 -2.838561 4.993785 0.025 -0.017 0.027
C 1.741748 -3.529308 4.242096 0.024 0.010 0.012
C 0.956386 -2.813735 3.352012 -0.078 0.048 -0.095
H 2.005363 0.223148 3.746072 0.043 0.002 0.033
H 3.507146 -0.890322 5.389530 -0.005 0.019 -0.006
H 3.312199 -3.360125 5.699318 -0.001 0.001 0.000
H 1.621815 -4.599263 4.342013 -0.014 -0.003 -0.015
H 0.212801 -3.316081 2.741266 0.011 -0.046 0.027
N -2.710626 4.895802 1.885486 0.060 0.017 -0.007
C -2.660589 5.845660 2.816883 -0.098 -0.048 -0.009
C -1.534438 6.611756 3.075872 0.020 -0.005 -0.011
C -0.393160 6.376845 2.326820 0.036 0.023 0.008
C -0.426596 5.391405 1.354260 0.023 0.016 0.000
C -1.605826 4.684367 1.173425 -0.034 -0.073 -0.005
H -3.574381 5.995174 3.381761 0.024 0.042 0.027
H -1.553278 7.371730 3.844942 -0.019 -0.004 0.008
H 0.507685 6.952198 2.498103 -0.001 0.000 -0.001
H 0.441495 5.173349 0.746842 -0.013 -0.019 -0.017
H -1.667120 3.902970 0.423178 0.021 0.012 -0.016
```
Forces are in eV/Å.

Properties
molar mass	370.56	g/mol
Kohn-Sham gap (alpha / beta)	8.758 / 9.909	eV
total charge	0
2S+1	2
LUMO energy (alpha / beta)	0.76 / 0.72	eV
calculated total energy	-30950.3679	eV
E_HOMO (alpha / beta)	-8.00 / -9.19	eV

Atom charges from the Mulliken analysis, given in e for atoms 1 to 8: C -1.29; C -0.70; C -0.81; C 2.92; C -2.19; C -2.23; C 1.90; C -1.94

---

(2)
A cluster of 2 separate species, H10N2Si3 in total in a non-equilibrium geometry. Source: the Open Molecules 2025 dataset; level of theory: wB97M-V/def2-TZVPD.

The geometry in XYZ format:
```
15
Properties=species:S:1:pos:R:3:forces:R:3
N 1.226628 -1.129124 1.400100 2.535 0.897 -1.696
N -1.339488 -1.124909 1.262203 -0.434 1.104 -0.072
Si 0.327926 -1.403780 -1.931243 -1.786 0.170 1.207
Si -0.211139 3.097618 -0.222305 -0.564 -0.671 0.027
Si -0.014963 -0.514291 0.392345 0.139 0.039 -1.087
H 2.241446 -0.886247 1.223923 -1.825 -0.569 0.349
H 1.056137 -1.309571 2.355605 -0.222 -0.038 1.013
H -2.262435 -0.781337 1.169588 -0.761 0.547 -0.218
H -1.395568 -2.065078 1.533410 0.290 -1.417 0.464
H 1.174800 -2.497908 -1.740279 1.617 -1.160 0.258
H 0.900766 -0.239256 -2.495633 0.611 0.811 -0.974
H -0.702581 -2.121735 -2.770126 -0.119 0.784 0.335
H 0.885772 3.903232 0.280262 0.780 0.102 0.115
H -0.742042 3.936247 -1.384453 0.059 -0.684 0.408
H -1.145260 3.136138 0.926604 -0.319 0.084 -0.131
```
Forces are in eV/Å.

Properties
molar mass	122.35	g/mol
Kohn-Sham gap (alpha / beta)	6.156 / 6.859	eV
total charge	0
LUMO energy (alpha / beta)	-0.83 / -0.68	eV
calculated total energy	-26772.4051	eV
E_HOMO (alpha / beta)	-6.99 / -7.53	eV

Atom charges from the Mulliken analysis, given in e for atoms 1 to 8: N -0.45; N -0.42; Si 0.37; Si 0.23; Si 0.01; H 0.21; H 0.25; H 0.22